## P
46
Properties=species:S:1:pos:R:3:mulliken_charge:R:1 method="wB97M-V/def2-TZVPD" e_homo_ha="-0.55892 / -0.55894" mol_weight_g_mol=438.9 homo_lumo_gap_ev="6.44 / 6.44" charge=+2
C -2.67798 1.30136 1.41370 -0.075
N -2.04111 0.72859 0.36239 0.124
N -2.89909 0.78572 -0.71458 -0.151
C -4.01494 1.43228 -0.34814 -0.061
C -3.91477 1.78238 0.98352 -1.142
B -2.62552 0.06625 -2.07926 0.045
N -1.35962 0.67670 -2.78529 0.102
N -0.08493 0.59841 -2.27057 -0.085
C 0.77598 1.05448 -3.21407 -0.159
C 0.02891 1.49394 -4.30670 -1.108
C -1.29275 1.23237 -3.99951 -0.031
Sn 0.02697 -0.09078 -0.15706 1.055
N -2.24565 -1.42192 -1.69854 0.225
N -1.18886 -1.71229 -0.87238 -0.010
C -1.08162 -3.04713 -0.73891 -0.177
C -2.10849 -3.61592 -1.47550 -1.085
C -2.81121 -2.57499 -2.05874 0.031
H -0.30765 -3.50303 -0.13891 0.475
H -3.67450 -2.56819 -2.70695 0.477
H -2.30945 -4.66548 -1.56854 0.430
H -3.57783 0.10568 -2.78581 -0.021
H -2.19777 1.42069 -4.56182 0.475
H -4.80604 1.61732 -1.06042 0.473
H 0.41645 1.96030 -5.19682 0.412
H -4.62388 2.33353 1.58117 0.411
H 1.84812 1.04613 -3.09629 0.500
H -2.28126 1.35986 2.41348 0.473
H 2.44163 0.08379 -0.27694 -0.129
C 3.27310 0.78667 -0.08445 -0.724
H 3.80556 0.94219 -1.02456 0.372
H 2.89017 1.73885 0.29964 0.341
H 3.92315 0.32788 0.66895 0.259
C 0.46214 0.67053 1.94660 -1.063
C 1.71681 0.14199 2.55882 0.545
C 2.65899 1.04436 3.09031 -0.301
C 3.82467 0.58576 3.70686 -0.753
C 4.08881 -0.79381 3.73638 -0.340
C 3.20491 -1.69990 3.12632 -0.820
C 2.03461 -1.22765 2.51542 0.003
H -0.45343 0.30284 2.40357 0.393
H 0.47240 1.75426 1.80449 0.560
H 2.43752 2.11033 3.01884 0.408
H 4.50880 1.30094 4.17643 0.413
H 4.98012 -1.16596 4.24200 0.429
H 3.40723 -2.77751 3.15620 0.408
H 1.35128 -1.92179 2.01566 0.395



## Q
46
Properties=species:S:1:pos:R:3:mulliken_charge:R:1 method="wB97M-V/def2-TZVPD" e_homo_ha="-0.53399 / -0.53396" mol_weight_g_mol=438.9 homo_lumo_gap_ev="4.21 / 4.26" charge=+2
H 0.87403 3.65462 0.05618 0.540
N 0.53422 2.00262 -1.23642 -0.164
B 0.28415 0.40787 -3.26537 -0.008
N 0.53368 1.83822 -2.60244 0.120
C 0.83346 3.03567 -3.15802 -0.018
Sn 0.69848 0.42911 0.19686 1.216
H 0.91886 3.16798 -4.22473 0.491
C 1.04072 3.97042 -2.14340 -1.050
H 1.34436 4.99129 -2.24289 0.427
C 0.82841 3.29046 -0.94523 -0.107
H 0.35547 0.48081 -4.47435 -0.033
C -1.99100 -2.37058 1.53237 -0.938
H -1.50365 -3.02118 2.23427 0.341
H -1.23529 -1.71401 1.08152 -0.071
H -2.43939 -2.93642 0.73157 0.328
N -1.21535 0.01620 -2.91234 0.191
N 1.24172 -0.70443 -2.70686 -0.003
N -1.63857 -0.11942 -1.58953 -0.094
N 1.46477 -0.93887 -1.35759 -0.006
C -2.24443 -0.20426 -3.76048 -0.059
C 1.95867 -1.61614 -3.39366 -0.030
H -2.10230 -0.14508 -4.83450 0.423
H 1.96977 -1.65031 -4.46751 0.476
C -3.38636 -0.47298 -3.00820 -0.878
C 2.64749 -2.44458 -2.52351 -1.020
C -2.95168 -0.42191 -1.66255 -0.433
C 2.29622 -2.01868 -1.24280 -0.211
H -4.38357 -0.68169 -3.38053 0.395
H 3.32958 -3.24900 -2.75717 0.419
H -3.56219 -0.59718 -0.79010 0.477
H 2.59482 -2.45281 -0.29123 0.489
H -2.75170 -1.75902 2.01599 0.333
C 2.43214 0.60569 1.72498 -1.127
C 1.75452 0.55238 3.06423 0.677
C 1.69650 -0.64301 3.80460 -0.349
C 0.93176 -0.74344 4.97102 -0.715
C 0.19200 0.36834 5.41592 -0.314
C 0.22121 1.56695 4.68171 -0.655
C 1.01205 1.65531 3.52891 -0.156
H 2.92692 1.55597 1.51074 0.520
H 3.10149 -0.24409 1.57458 0.529
H 2.23709 -1.51960 3.45122 0.380
H 0.91581 -1.67034 5.56036 0.417
H -0.42946 0.30287 6.32526 0.407
H -0.34773 2.44379 5.02620 0.413
H 1.02536 2.58586 2.95973 0.429



Which structure is most stable, and how do the rest compare? From most to least stable: P, Q.